Record 1
Formula: C18H36Br18
Source: OMol25
Level of theory: ωB97M-V/def2-TZVPD

HOMO = -9.9 eV
relative energy (zero: lowest compared OMol25 entry of this formula, charge and spin) = 0.780 eV
calculated total energy = -47039.7180 Eh
SMILES = BrCCBr.BrCCBr.BrCCBr.BrCCBr.BrCCBr.BrCCBr.BrCCBr.BrCCBr.BrCCBr
Kohn-Sham gap = 10.004 eV

```
! wB97M-V def2-TZVPD RIJCOSX def2/J DEFGRID3
* xyz 0 1
Br -1.147 -0.635 3.026
Br 2.201 -2.762 -3.088
Br 4.377 3.090 2.749
Br 0.767 -5.730 -0.428
Br -0.266 -2.270 -0.330
Br 2.858 -0.147 -0.647
Br 6.690 0.505 -3.129
Br -0.193 3.166 2.975
Br 1.660 3.511 -0.047
Br -0.836 0.062 -5.061
Br -3.788 5.907 2.027
Br 2.329 -1.037 2.969
Br -4.182 1.210 3.913
Br -9.024 -2.859 -0.298
Br -4.509 -2.669 0.517
Br -1.796 2.045 0.083
Br 1.626 3.876 -4.613
Br 4.751 -3.563 0.428
C 4.053 1.178 2.757
C -7.095 -3.059 -0.507
C 2.665 -5.244 -0.358
C -2.178 5.130 2.828
C -2.986 -1.011 2.596
C -6.441 -2.517 0.738
C 1.413 -1.274 -4.048
C 4.299 0.701 -1.622
C -3.906 -0.699 3.714
C 2.862 -3.919 0.328
C -0.617 0.527 0.021
C 2.588 0.897 2.907
C -0.069 -1.468 -4.142
C -1.410 -0.689 -0.403
C 5.063 -0.310 -2.455
C 2.225 4.003 -1.839
C -1.783 3.890 2.102
C 1.134 3.599 -2.772
H 2.461 -3.952 1.338
H -4.877 -1.162 3.565
H 2.435 5.066 -1.812
H 4.911 1.267 -0.928
H 3.097 -6.032 0.250
H 2.229 1.235 3.879
H 3.034 -5.278 -1.375
H 2.394 -3.080 -0.174
H -2.513 3.093 2.089
H -1.434 5.918 2.781
H 4.425 0.770 1.818
H -1.464 4.157 1.099
H -1.678 -0.570 -1.449
H -0.342 -2.365 -4.685
H 1.916 -1.184 -5.004
H -6.664 -1.460 0.836
H 0.229 4.181 -2.599
H -0.509 -1.476 -3.152
H -3.047 -2.036 2.232
H -3.481 -1.012 4.663
H 4.505 -0.616 -3.333
H -6.890 -4.106 -0.686
H 5.355 -1.191 -1.893
H 3.146 3.472 -2.063
H -2.413 4.985 3.880
H -2.282 -0.864 0.214
H 1.932 1.311 2.149
H 0.164 0.719 -0.712
H -6.700 -3.061 1.637
H 1.663 -0.415 -3.428
H 4.655 0.748 3.549
H -3.226 -0.436 1.698
H 0.822 2.569 -2.610
H -0.095 0.402 0.967
H -6.870 -2.430 -1.359
H 3.779 1.398 -2.274
*
```

Record 2
Formula: C18H36Br18
Source: OMol25
Level of theory: ωB97M-V/def2-TZVPD

HOMO = -9.8 eV
relative energy (zero: lowest compared OMol25 entry of this formula, charge and spin) = 1.918 eV
calculated total energy = -47039.6762 Eh
SMILES = BrCCBr.BrCCBr.BrCCBr.BrCCBr.BrCCBr.BrCCBr.BrCCBr.BrCCBr.BrCCBr
Kohn-Sham gap = 9.705 eV

```
! wB97M-V def2-TZVPD RIJCOSX def2/J DEFGRID3
* xyz 0 1
Br -21.152 11.464 8.519
Br -19.679 19.747 16.140
Br -18.427 20.011 11.102
Br -17.632 13.634 18.712
Br -22.780 13.941 12.156
Br -20.455 10.046 20.961
Br -23.568 20.982 9.290
Br -22.946 14.255 20.154
Br -16.512 17.194 8.963
Br -21.706 19.533 13.330
Br -24.700 15.735 22.781
Br -18.093 19.219 20.394
Br -20.521 11.914 16.677
Br -19.835 15.143 13.189
Br -21.687 16.628 17.330
Br -15.662 18.139 12.957
Br -20.309 16.437 21.169
Br -21.119 16.591 9.814
C -18.545 17.274 8.981
C -19.333 19.050 18.882
C -21.627 13.007 9.629
C -22.257 12.468 10.910
C -20.648 15.581 15.963
C -20.937 16.096 14.548
C -17.416 18.858 13.583
C -25.167 16.003 20.823
C -17.878 20.193 12.992
C -19.148 16.457 10.091
C -19.877 10.845 19.290
C -18.640 15.177 19.419
C -23.109 20.332 12.143
C -19.146 14.902 20.769
C -21.144 10.979 18.298
C -22.479 20.254 10.761
C -23.851 15.992 20.046
C -18.763 20.058 17.867
H -18.839 16.901 11.037
H -20.785 14.501 16.005
H -18.330 14.847 21.490
H -19.054 10.338 18.788
H -22.431 13.580 9.167
H -24.055 19.822 12.324
H -18.959 21.103 18.108
H -17.705 19.817 17.766
H -18.903 18.297 8.864
H -18.199 18.129 13.375
H -18.883 16.724 8.103
H -19.450 15.442 18.740
H -20.472 17.074 14.427
H -21.697 11.709 11.457
H -22.219 19.260 10.397
H -21.957 11.561 18.732
H -19.467 11.819 19.556
H -21.548 20.807 10.889
H -21.955 15.860 14.237
H -23.179 16.786 20.370
H -20.316 19.343 19.250
H -20.694 13.544 9.798
H -23.990 16.229 18.991
H -21.478 9.975 18.036
H -19.582 15.698 16.163
H -25.834 15.168 20.608
H -25.705 16.943 20.703
H -19.323 18.026 18.508
H -23.142 11.877 10.675
H -17.097 20.952 12.955
H -17.938 16.007 19.338
H -18.719 20.594 13.558
H -18.920 15.394 10.172
H -17.272 19.018 14.651
H -19.759 14.022 20.966
H -23.176 21.386 12.414
*
```

Record 3
Formula: C18H36Br6FINO4PS2
Source: OMol25
Level of theory: ωB97M-V/def2-TZVPD

HOMO = -8.6 eV
calculated total energy = -18042.3079 Eh
Kohn-Sham gap = 8.740 eV

```
! wB97M-V def2-TZVPD RIJCOSX def2/J DEFGRID3
* xyz 0 1
I 3.089 -5.298 -2.517
Br -5.881 1.085 -2.438
Br 0.876 0.699 5.328
Br -3.477 -3.438 2.398
Br 4.483 0.327 4.669
Br -6.687 1.477 1.165
Br -2.090 -1.224 -0.225
S 4.107 -0.465 -0.931
S 1.738 -1.077 1.327
P 2.826 2.256 -1.663
F 1.480 3.543 0.813
O 3.373 -1.839 -1.331
O 4.964 -0.072 -2.029
O 4.982 -0.748 0.193
O -0.222 -0.927 -1.074
N 2.884 1.719 -3.150
C 0.862 2.397 1.391
C 0.491 1.289 0.374
C 1.725 1.962 2.599
C -6.312 2.833 -0.189
C -3.992 -1.628 1.889
C 0.731 -3.361 -3.344
C 3.570 1.041 6.234
C 2.327 0.252 6.549
C -1.035 -0.630 -2.275
C 1.611 0.258 0.026
C -3.932 -1.441 0.393
C 1.020 -4.726 -2.625
C 1.794 -2.249 -3.136
C -6.921 2.458 -1.514
C 3.010 0.878 -0.353
C -1.752 0.791 -2.276
C 1.965 -1.809 -1.619
C 1.165 -0.513 -1.309
H -6.761 3.746 0.197
H 0.835 -2.012 0.913
H 1.234 1.106 3.135
H -2.407 0.915 -1.401
H 1.953 0.504 7.541
H 1.710 2.800 3.335
H 1.567 2.905 -1.513
H 4.291 0.960 7.046
H 3.371 2.090 6.034
H 1.498 -1.335 -3.708
H -0.471 -0.766 -3.226
H -3.340 -0.949 2.433
H 0.373 -5.490 -3.107
H -5.013 -1.511 2.251
H -4.362 -2.273 -0.161
H -4.433 -0.519 0.101
H 3.912 3.145 -1.414
H -0.100 2.771 1.818
H 2.474 -0.823 6.485
H -0.307 -3.067 -3.084
H -1.040 1.646 -2.362
H -6.920 3.308 -2.195
H 3.535 1.356 0.502
H 0.133 1.769 -0.558
H 2.792 -2.520 -3.545
H -7.934 2.076 -1.418
H 2.788 1.760 2.372
H 0.622 -4.641 -1.587
H 3.675 2.154 -3.627
H -0.350 0.714 0.822
H 0.720 -3.581 -4.441
H -1.837 -1.376 -2.313
H -5.233 2.956 -0.234
H 1.133 0.155 -2.196
H -2.368 0.840 -3.206
H 1.486 -2.632 -1.040
*
```

Record 4
Formula: C18H36BrIInN4O6
Source: OMol25
Level of theory: ωB97M-V/def2-TZVPD

HOMO = -5.7 eV
calculated total energy = -4439.7249 Eh
Kohn-Sham gap = 8.257 eV

```
! wB97M-V def2-TZVPD RIJCOSX def2/J DEFGRID3
* xyz -1 1
I 0.136 -6.129 2.059
In -0.328 -3.826 0.558
Br -0.127 -4.460 -1.939
O 3.960 1.390 2.029
O -0.632 0.479 1.046
O -1.894 0.025 -7.125
O -3.278 -1.011 -2.848
O 0.811 -1.008 0.649
O 2.602 0.434 6.265
N 3.776 2.818 4.613
N -0.054 -0.417 1.540
N -2.528 1.475 -4.603
N -4.938 -2.011 1.364
C -1.199 1.253 -5.155
C 3.745 2.607 6.056
C -4.174 -2.455 2.362
C -1.238 1.200 -6.666
C 2.743 1.866 1.481
C -3.120 -2.581 -0.104
C 4.859 2.397 2.458
C 5.001 2.371 3.964
C -2.611 1.342 -3.149
C -2.319 -0.020 -2.534
C -4.392 -2.089 0.151
C -3.130 0.256 -7.765
C -3.067 -1.720 -4.053
C 2.580 -0.205 4.998
C 3.767 1.171 6.567
C -2.900 -2.979 2.207
C -2.327 -3.048 0.939
C 1.216 -2.331 1.101
H -2.749 -2.584 -1.118
H 2.927 2.573 0.666
H -3.624 1.625 -2.855
H -3.893 0.619 -7.068
H -4.994 -1.741 -0.679
H 5.834 2.183 2.009
H 2.833 3.074 6.435
H -3.169 0.813 -5.023
H -2.365 -3.329 3.081
H -3.462 -0.693 -8.180
H 4.538 3.385 2.114
H 5.820 3.034 4.262
H 5.278 1.346 4.246
H 2.990 2.334 4.200
H -4.602 -2.398 3.357
H 2.211 1.007 1.083
H 1.959 -1.095 5.091
H -3.472 -2.723 -3.918
H -2.358 0.097 -1.448
H -1.310 -0.381 -2.768
H -2.004 -1.806 -4.291
H -0.549 2.079 -4.849
H 3.582 -0.507 4.682
H -3.026 0.979 -8.581
H 2.136 0.430 4.227
H 2.116 2.349 2.239
H 2.133 -2.546 0.563
H -3.592 -1.257 -4.897
H -1.934 2.075 -2.698
H 3.815 1.216 7.659
H -0.744 0.319 -4.800
H -0.211 1.167 -7.042
H -1.719 2.095 -7.071
H 1.415 -2.306 2.171
H 4.587 3.149 6.501
H 4.661 0.627 6.236
*
```

Record 5
Formula: C18H36CrF6O18P
Source: OMol25
Level of theory: ωB97M-V/def2-TZVPD

HOMO (alpha / beta) = -16.4 / -16.4 eV
relative energy (zero: lowest compared OMol25 entry of this formula, charge and spin) = 0.000 eV
calculated total energy = -4046.4969 Eh
Kohn-Sham gap (alpha / beta) = 8.188 / 9.804 eV

```
! wB97M-V def2-TZVPD RIJCOSX def2/J DEFGRID3
* xyz 2 4
Cr 0.118 0.114 -0.020
P -1.154 -2.513 2.459
F -0.380 -1.319 3.243
F -2.638 -1.744 2.459
F 0.332 -3.239 2.432
F -1.613 -3.696 1.429
F -0.769 -1.714 1.029
F -1.533 -3.327 3.745
O -0.453 2.030 -0.714
O -2.945 1.367 1.654
O -3.155 1.159 -1.751
O -1.257 4.144 -0.926
O 2.838 -2.359 1.101
O -0.408 3.009 -2.638
O 1.740 -3.413 -2.146
O -0.734 0.870 1.684
O 0.615 -1.542 -1.190
O 3.893 0.295 -0.836
O -3.949 -0.804 -0.944
O -0.439 -3.376 -1.873
O 1.643 -0.459 1.273
O -1.735 -0.228 -0.733
O 3.015 -1.186 2.988
O 3.417 1.561 -2.552
O 1.751 0.768 -1.160
O -1.881 1.647 3.588
C 5.266 0.396 -1.098
C -2.926 -0.003 -1.100
C -0.639 3.032 -1.370
C 3.790 -3.308 1.625
C -3.882 -2.143 -0.377
C -4.350 1.495 -2.404
C -0.808 1.373 4.444
C -4.195 1.467 2.305
C 2.682 -0.182 3.931
C -0.636 -4.366 -2.881
C 2.440 -1.275 1.777
C -1.702 1.324 2.272
C 0.658 -2.689 -1.708
C -0.947 4.001 -3.547
C 2.759 2.640 -3.182
C 3.018 -2.804 -2.056
C 2.910 0.910 -1.502
C -1.542 4.360 0.500
H -0.892 1.962 5.357
H 2.698 3.503 -2.518
H -3.129 -2.699 -0.932
H -2.229 3.562 0.779
H -4.172 1.761 -3.445
H 2.092 -0.596 4.748
H 3.069 -1.941 -1.392
H 4.125 -3.889 0.767
H -2.004 5.342 0.564
H -4.418 0.538 2.829
H 3.301 2.871 -4.096
H -4.218 2.280 3.032
H 5.746 -0.574 -0.961
H 3.753 -3.488 -1.633
H -0.483 4.983 -3.457
H -4.971 1.767 1.602
H -4.859 -2.603 -0.527
H -1.628 -4.809 -2.918
H -3.831 -2.162 0.709
H 5.695 1.081 -0.368
H -0.390 -3.965 -3.866
H -2.019 4.105 -3.386
H -4.814 2.393 -1.991
H 0.161 1.681 4.049
H 0.124 -5.148 -2.877
H -5.155 0.772 -2.279
H -0.696 0.326 4.720
H 1.722 2.401 -3.415
H 3.561 0.294 4.364
H 4.607 -2.770 2.102
H 3.363 -4.024 2.326
H 3.381 -2.509 -3.041
H -0.757 3.673 -4.568
H -0.624 4.295 1.081
H 5.535 0.636 -2.126
H 2.140 0.678 3.539
*
```

Record 6
Formula: C18H36F3N9O27
Source: OMol25
Level of theory: ωB97M-V/def2-TZVPD

HOMO = -10.8 eV
relative energy (zero: lowest compared OMol25 entry of this formula, charge and spin) = 2.702 eV
calculated total energy = -3530.4651 Eh
SMILES = O=C1OC[C@@H](F)O1.O=C1OC[C@@H](F)O1.O=C1OC[C@@H](F)O1.C[N+](=O)[O-].C[N+](=O)[O-].C[N+](=O)[O-].C[N+](=O)[O-].C[N+](=O)[O-].C[N+](=O)[O-].C[N+](=O)[O-].C[N+](=O)[O-].C[N+](=O)[O-]
Kohn-Sham gap = 10.454 eV

```
! wB97M-V def2-TZVPD RIJCOSX def2/J DEFGRID3
* xyz 0 1
F -6.401 -19.480 -11.006
F -5.078 -16.579 -9.915
F 0.307 -17.072 -6.511
O -5.859 -13.631 -9.696
O -6.189 -21.980 -9.935
O -2.061 -11.717 -11.893
O -5.213 -20.243 -9.148
O -4.154 -16.450 -5.049
O -5.986 -13.821 -7.550
O 2.352 -16.482 -6.111
O -10.207 -16.285 -9.610
O -5.269 -14.762 -4.032
O 2.556 -19.027 -10.797
O 1.065 -15.553 -11.238
O -8.789 -16.956 -6.847
O -6.315 -21.690 -7.722
O -2.999 -17.434 -9.994
O -3.627 -11.985 -5.102
O 2.338 -20.551 -12.311
O -2.480 -19.415 -7.310
O 1.728 -15.732 -13.256
O -0.436 -20.173 -7.203
O -7.238 -17.646 -8.231
O 4.662 -16.408 -6.278
O -2.033 -16.326 -8.361
O -3.070 -12.805 -10.274
O 3.236 -16.782 -8.082
O -8.815 -16.776 -11.202
O -0.686 -17.309 -9.885
O -2.752 -13.496 -6.495
N -5.820 -13.156 -8.608
N -2.901 -12.941 -5.423
N -1.617 -20.209 -7.604
N -2.534 -12.738 -11.380
N 1.963 -19.976 -11.269
N -9.256 -16.041 -10.318
N 1.957 -15.769 -12.064
N -5.171 -15.778 -4.724
N -8.283 -17.802 -7.619
C 1.892 -17.067 -8.264
C -2.364 -13.958 -12.189
C -6.426 -16.371 -5.220
C 0.808 -20.504 -10.484
C -4.033 -16.974 -9.158
C -1.810 -17.092 -9.434
C -9.069 -19.075 -7.844
C -2.021 -21.410 -8.455
C -5.968 -21.281 -8.845
C -3.325 -15.814 -8.480
C -5.365 -11.773 -8.475
C -5.254 -20.017 -10.573
C 3.525 -16.460 -6.786
C -8.411 -14.803 -9.902
C -5.358 -21.514 -11.012
C 1.308 -16.441 -7.049
C -2.080 -13.359 -4.220
C 3.315 -16.044 -11.547
H -1.085 -13.094 -4.579
H 0.203 -21.019 -11.230
H 3.458 -16.024 -10.467
H -5.119 -11.498 -9.500
H -6.170 -16.980 -6.087
H -4.455 -22.112 -11.142
H -5.968 -21.597 -11.911
H -2.812 -13.748 -13.161
H -3.476 -14.883 -9.027
H -8.351 -14.224 -10.823
H -1.909 -22.242 -7.760
H -7.513 -15.352 -9.618
H -8.553 -20.033 -7.896
H -1.281 -14.051 -12.263
H -6.176 -11.114 -8.163
H 1.050 -15.382 -7.038
H 4.017 -15.396 -12.073
H -4.450 -19.390 -10.958
H -2.835 -14.788 -11.663
H -2.343 -12.720 -3.378
H 1.687 -18.137 -8.301
H -8.791 -14.197 -9.079
H 1.638 -16.616 -9.224
H -1.309 -21.630 -9.251
H -7.093 -15.529 -5.405
H -4.501 -11.607 -7.832
H 1.295 -21.029 -9.662
H 3.508 -17.078 -11.831
H -3.731 -15.730 -7.472
H -9.707 -18.941 -8.717
H -4.327 -17.674 -8.375
H -2.256 -14.418 -4.030
H -9.803 -19.154 -7.042
H 0.235 -19.619 -10.208
H -6.770 -16.963 -4.373
H -3.077 -21.332 -8.710
*
```

> Which value of calculated total energy does entry 3 give?

-18042.3079 Eh

> What is the calculated total energy in the sixth record?

-3530.4651 Eh